Record 1
This record from the OMol25 dataset describes a structure of composition C25H43Cl3N5O4SiY in a non-equilibrium geometry. The level of theory is ωB97M-V with the def2-TZVPD basis set.

Properties
- ΔE to the lowest compared entry with this formula, charge and spin: 0.00 kcal per mole
- Gap between HOMO and LUMO: 8.7 eV
- LUMO level: 0.47 eV

Last column: Mulliken charge in e.
Cartesian coordinates (Å):
C (3.10180, -2.19307, -4.32757)  -1.677
C (2.35948, -1.00942, -3.80485)  0.739
H (3.78205, -1.87888, -5.12789)  0.467
H (2.43141, -2.94684, -4.75806)  0.183
H (3.69122, -2.67215, -3.53168)  0.376
C (2.01573, 0.02240, -4.59910)  0.193
C (2.18530, 0.06643, -6.07449)  -1.514
H (1.57567, 0.91230, -4.17519)  0.439
H (1.50561, -0.63666, -6.57951)  0.282
H (3.20366, -0.12345, -6.43705)  0.352
H (1.89187, 1.06206, -6.42325)  0.384
Y (-1.54921, -0.03752, 2.03631)  0.711
Cl (0.56724, -1.64033, 2.48828)  -0.749
Cl (-2.98140, -2.11248, 1.60999)  -0.686
H (-3.62802, -2.13521, 7.15110)  0.338
H (-1.63908, -3.78472, 7.05071)  0.327
C (-3.52178, -1.96166, 6.07557)  -0.946
C (-1.68161, -3.61828, 5.96758)  -0.859
N (-2.15397, -2.26920, 5.69118)  0.164
H (-3.73211, -0.92215, 5.82406)  0.250
C (-1.45126, -1.43700, 4.92697)  0.272
O (-1.92358, -0.43982, 4.32847)  -0.697
H (-0.68568, -3.73044, 5.52557)  0.274
H (-0.38866, -1.70180, 4.83040)  0.434
H (-4.21977, -2.63201, 5.55806)  0.327
H (-2.36926, -4.35998, 5.53529)  0.298
H (-1.80799, 0.05005, -2.79646)  -0.044
H (-1.45349, 2.52608, -3.09732)  0.281
C (-2.78763, 0.33434, -2.38307)  -0.622
C (-2.26624, 2.78587, -2.40732)  -0.943
N (-2.69221, 1.60505, -1.67117)  0.430
H (-3.13137, -0.44510, -1.69206)  0.313
C (-3.02165, 1.69237, -0.37000)  -0.056
O (-3.01907, 0.71152, 0.41281)  -0.739
H (-1.90793, 3.54806, -1.70569)  0.259
H (-3.27657, 2.70191, -0.00371)  0.435
H (-3.48928, 0.43955, -3.22353)  0.326
H (-3.09744, 3.20684, -2.98940)  0.360
O (0.77663, -1.74681, -2.05880)  0.019
C (2.03238, -1.07156, -2.31777)  -0.393
C (1.12489, 1.28237, -2.03416)  0.668
C (2.04778, 0.30041, -1.66413)  0.847
H (0.25833, 0.98915, -2.63574)  -0.301
C (1.31436, 2.61571, -1.64026)  -1.181
H (2.81458, -1.67515, -1.82883)  0.332
C (3.01780, 0.60323, -0.69867)  -0.520
H (0.63414, 3.38411, -2.02453)  0.275
C (2.33909, 2.93328, -0.74818)  -0.398
C (3.17054, 1.91997, -0.24790)  -0.839
H (3.63488, -0.22280, -0.32047)  0.348
H (2.47753, 3.96379, -0.40929)  0.420
H (3.94594, 2.15914, 0.48524)  0.404
Si (0.18169, -3.23342, -1.99865)  0.305
Cl (-0.06115, 1.04303, 0.58528)  0.595
C (-1.65690, -3.11757, -2.36377)  -0.990
C (0.41409, -3.87006, -0.24471)  -0.683
C (0.98496, -4.48122, -3.14948)  -1.236
H (-1.93290, -2.22173, -2.93648)  0.198
H (-2.19535, -3.09859, -1.40567)  0.225
H (-1.96880, -4.00574, -2.92477)  0.432
H (0.76774, -4.21464, -4.19790)  0.258
H (0.55856, -5.48082, -2.93521)  0.404
H (2.08020, -4.53274, -3.01059)  0.316
H (1.46122, -3.74360, 0.06467)  0.246
H (0.14712, -4.93831, -0.18504)  0.382
H (-0.20236, -3.30621, 0.47582)  -0.052
C (-0.40084, 5.40110, 1.52149)  -0.951
N (-0.10212, 4.33729, 2.47527)  0.275
C (0.97859, 4.51154, 3.27169)  -0.181
C (1.48752, 3.43951, 3.92882)  -1.125
C (0.89364, 2.17344, 3.62811)  0.806
N (-0.38227, 2.09187, 3.22110)  0.052
C (-0.93969, 3.20164, 2.62610)  0.174
O (-2.10107, 3.18738, 2.18008)  -0.718
N (1.61929, 1.05421, 3.75255)  -0.111
H (-0.32538, 6.37228, 2.03296)  0.371
H (-1.39270, 5.27660, 1.09293)  0.286
H (0.35955, 5.40837, 0.71898)  0.250
H (1.40032, 5.52054, 3.28588)  0.392
H (2.37974, 3.49373, 4.53239)  0.426
H (2.61404, 1.16394, 3.94195)  0.253
H (1.30963, 0.15672, 3.32574)  0.037

---

Record 2
This record from the OMol25 dataset describes a structure of composition C69H70As2CsN7O11S3Se2 in a non-equilibrium geometry. The level of theory is ωB97M-V with the def2-TZVPD basis set.

Properties
- Net charge: -2
- ΔE to the lowest compared entry with this formula, charge and spin: 47.15 kcal per mole
- Gap between HOMO and LUMO: 2.2 eV
- LUMO level: 2.45 eV

Last column: Mulliken charge in e.
Cartesian coordinates (Å):
Cs (0.11699, -0.48968, -1.13814)  1.749
C (-2.16521, -4.30308, -5.33904)  -1.403
C (-2.11341, -3.13128, -4.38234)  0.215
N (-1.01631, -2.62118, -3.94254)  0.442
N (0.14859, -3.16208, -4.35074)  -0.593
C (1.21989, -2.74778, -3.67934)  -0.953
O (1.28299, -1.96888, -2.70544)  -0.371
C (2.47099, -3.39788, -4.18554)  0.469
C (2.47879, -4.22098, -5.30744)  -0.107
C (3.64709, -4.84458, -5.70424)  -0.783
C (4.81859, -4.64978, -4.98684)  -0.303
C (4.82279, -3.81338, -3.88104)  -0.692
C (3.65399, -3.19278, -3.48444)  -0.372
C (-3.34621, -2.54878, -3.88294)  0.598
C (-4.59661, -3.17978, -4.02654)  -0.621
C (-5.70491, -2.62178, -3.41884)  -0.507
C (-5.56441, -1.44358, -2.69824)  -1.223
C (-4.29771, -0.86878, -2.65404)  -0.453
N (-3.23761, -1.38778, -3.22624)  0.301
H (-1.14461, -4.50148, -5.65704)  0.211
H (-2.78261, -4.07048, -6.20674)  0.346
H (-2.56191, -5.19938, -4.86344)  0.271
H (1.55839, -4.36208, -5.85254)  0.388
H (3.64899, -5.49878, -6.56904)  0.359
H (5.72869, -5.15008, -5.29384)  0.359
H (5.73699, -3.65398, -3.32194)  0.427
H (3.61549, -2.54428, -2.62124)  0.479
H (-4.69311, -4.10658, -4.57664)  0.372
H (-6.67191, -3.10678, -3.49484)  0.367
H (-6.39861, -0.98458, -2.18584)  0.469
H (-4.13071, 0.05692, -2.11744)  1.000
O (-3.65321, 0.06972, 5.68956)  -0.645
C (-3.27631, -0.83908, 4.66986)  -1.037
C (-4.21671, -0.68808, 3.46066)  2.506
C (-5.68771, -0.86918, 3.93616)  -1.211
O (-6.52081, -1.57548, 3.05396)  -0.534
C (-3.95291, 0.66732, 2.81506)  -1.071
Se (-4.95891, 0.80872, 1.13716)  -0.240
C (-3.82341, -1.77128, 2.46926)  -0.467
Se (-4.44981, -1.39938, 0.63346)  -0.099
H (-2.93201, 0.09152, 6.32776)  0.380
H (-3.35581, -1.87068, 5.04506)  0.547
H (-2.23881, -0.66698, 4.34796)  0.059
H (-6.12401, 0.11292, 4.16326)  0.196
H (-5.68861, -1.45798, 4.85716)  0.481
H (-6.60071, -1.07548, 2.22896)  0.328
H (-2.89301, 0.75722, 2.55776)  -0.192
H (-4.25221, 1.49592, 3.45926)  0.694
H (-4.25221, -2.72808, 2.76296)  0.547
H (-2.73261, -1.84008, 2.39846)  -0.294
N (-0.40591, 0.30162, 1.33736)  -0.550
S (0.18989, 1.61832, 1.37726)  2.421
N (0.85419, 2.17592, -0.03954)  -0.024
S (0.56599, 3.57782, -0.61854)  0.425
N (-0.80941, 3.82982, -1.30694)  -0.144
S (-1.43391, 2.50522, -2.11384)  1.138
N (-1.78211, 1.33872, -1.34594)  -0.788
C (-2.77341, 3.34552, -3.01644)  0.782
C (-3.67251, 2.54562, -3.70194)  -0.613
C (-4.68581, 3.13702, -4.43504)  -0.819
C (-4.77801, 4.52012, -4.50334)  -0.485
C (-3.86641, 5.31202, -3.82124)  -0.901
C (-2.86881, 4.72372, -3.06264)  -0.309
C (-0.26851, 2.35682, -3.51614)  0.490
C (0.07039, 3.49832, -4.22064)  -0.531
C (0.97209, 3.41772, -5.26554)  -0.780
C (1.51749, 2.19062, -5.61514)  -0.953
C (1.15519, 1.04602, -4.92224)  -1.181
C (0.25719, 1.12692, -3.87044)  0.860
C (1.83589, 3.90802, -1.79924)  0.645
C (1.80589, 5.18332, -2.38444)  -1.034
C (2.78689, 5.56182, -3.26444)  -0.847
C (3.82909, 4.68592, -3.57194)  -0.697
C (3.86809, 3.42882, -2.97104)  -0.896
C (2.89309, 3.03552, -2.08274)  -0.332
C (0.74009, 4.92022, 0.50366)  1.033
C (1.93929, 5.09502, 1.21466)  -0.875
C (2.14959, 6.25622, 1.91546)  -0.832
C (1.18999, 7.27402, 1.91466)  -0.794
C (0.00529, 7.10242, 1.19546)  -0.766
C (-0.21961, 5.94552, 0.49206)  -0.082
C (-0.96111, 2.95142, 1.90156)  0.378
C (-2.21951, 2.90352, 1.32236)  0.082
C (-3.19571, 3.79932, 1.72186)  -0.852
C (-2.91561, 4.73672, 2.70156)  -1.008
C (-1.65041, 4.79082, 3.26606)  -1.343
C (-0.67261, 3.89102, 2.87606)  0.460
C (1.62509, 1.80792, 2.46386)  1.209
C (2.89199, 1.92882, 1.92406)  -1.374
C (3.98549, 2.06092, 2.75946)  -0.259
C (3.80749, 2.07652, 4.13096)  -0.858
C (2.54039, 1.91352, 4.66886)  -1.276
C (1.44679, 1.75632, 3.83476)  -0.197
H (-3.56191, 1.47412, -3.63394)  0.518
H (-5.40781, 2.52232, -4.95174)  0.456
H (-5.56101, 4.98322, -5.08984)  0.381
H (-3.93641, 6.39012, -3.87744)  0.439
H (-2.16811, 5.31222, -2.48984)  0.140
H (-0.35941, 4.44962, -3.94404)  0.387
H (1.25289, 4.31422, -5.80094)  0.436
H (2.21909, 2.13082, -6.43604)  0.410
H (1.55899, 0.08162, -5.19464)  0.598
H (-0.04461, 0.23692, -3.33844)  -0.314
H (0.99559, 5.84872, -2.12374)  0.418
H (2.74899, 6.54182, -3.71864)  0.427
H (4.60139, 4.98322, -4.26534)  0.410
H (4.67159, 2.74932, -3.21584)  0.523
H (2.91459, 2.05812, -1.62424)  0.822
H (2.67859, 4.30822, 1.20336)  0.404
H (3.07619, 6.39962, 2.45556)  0.501
H (1.37569, 8.19212, 2.45316)  0.387
H (-0.73361, 7.89332, 1.18176)  0.467
H (-1.12601, 5.76822, -0.06504)  0.401
H (-2.40431, 2.17752, 0.54306)  -0.057
H (-4.18241, 3.75362, 1.28086)  0.625
H (-3.67681, 5.43522, 3.01966)  0.406
H (-1.42051, 5.53302, 4.01686)  0.500
H (0.31509, 3.94092, 3.31136)  0.575
H (3.02159, 1.90642, 0.85596)  0.333
H (4.97689, 2.14772, 2.33626)  0.417
H (4.66799, 2.19262, 4.77606)  0.387
H (2.40879, 1.87632, 5.73906)  0.326
H (0.45919, 1.59482, 4.23796)  0.601
C (4.16209, -0.93338, 5.26226)  -0.695
O (2.86839, -1.24388, 5.71196)  -0.430
C (1.77919, -1.37048, 4.83326)  -0.350
O (0.67529, -1.12198, 5.34286)  -0.795
C (1.95549, -1.68478, 3.47696)  0.260
C (3.08369, -2.41128, 2.99446)  0.351
As (3.27599, -3.96738, 4.14036)  0.370
C (4.25749, -5.37728, 3.11936)  -1.213
C (1.46829, -4.61458, 3.71536)  0.000
C (0.35809, -3.94008, 3.37696)  1.022
As (0.22899, -2.02828, 2.66926)  1.440
C (0.85049, -2.63878, 0.91536)  -0.693
C (-0.87661, -4.69768, 3.22766)  -0.623
O (-1.25781, -5.64168, 3.89126)  -0.667
O (-1.61461, -4.22438, 2.17816)  0.337
C (-2.77581, -4.96538, 1.86436)  -1.002
C (1.44979, -6.06278, 3.96636)  -0.109
O (1.74229, -6.52938, 5.04446)  -0.642
O (1.23289, -6.92138, 2.93616)  -0.375
C (1.07889, -6.43448, 1.61986)  0.183
C (3.74629, -2.10068, 1.80926)  -0.443
O (3.62609, -1.07538, 1.13246)  -0.407
O (4.72339, -3.06158, 1.46446)  -0.308
C (5.41229, -2.83058, 0.26716)  -0.784
H (4.56699, -0.18548, 5.95386)  0.304
H (4.16369, -0.52728, 4.25026)  0.063
H (4.80779, -1.82428, 5.29306)  0.399
H (5.31739, -5.12638, 3.09196)  0.407
H (3.90869, -5.49198, 2.09726)  0.223
H (4.14059, -6.32148, 3.65096)  0.408
H (1.63619, -3.39098, 1.00746)  -0.074
H (1.26579, -1.77928, 0.39916)  -0.950
H (0.03129, -3.04028, 0.31936)  0.973
H (-3.34521, -4.37118, 1.15166)  0.087
H (-3.35611, -5.16608, 2.76966)  0.311
H (-2.49961, -5.92108, 1.40696)  0.407
H (1.50849, -7.18708, 0.95546)  0.356
H (1.59699, -5.48478, 1.48036)  -0.134
H (0.02399, -6.28718, 1.37296)  -0.106
H (5.48669, -3.77248, -0.28504)  0.266
H (6.41659, -2.43748, 0.47466)  0.248
H (4.86219, -2.09208, -0.32284)  0.148

---

Record 3
This record from the OMol25 dataset describes the molecule C7H16N2 in a non-equilibrium geometry. The level of theory is ωB97M-V with the def2-TZVPD basis set.

Properties
- ΔE to the lowest compared entry with this formula, charge and spin: 38.90 kcal per mole
- Gap between HOMO and LUMO: 7.9 eV
- LUMO level: 1.00 eV
- SMILES: CC[C@H](C)C(C)=C(N)N

Last column: Mulliken charge in e.
Cartesian coordinates (Å):
C (1.68276, -0.61441, -1.53029)  -1.040
C (1.68434, -0.82120, -0.02368)  -1.174
C (0.67076, 0.42041, 0.88477)  -0.336
C (0.51482, -0.13074, 2.29635)  -1.445
C (-0.55680, 0.72604, 0.15506)  0.935
C (-0.75797, 2.11702, -0.39748)  -2.007
C (-1.43968, -0.27181, -0.18422)  0.525
N (-1.13858, -1.58520, 0.07756)  -0.481
N (-2.52717, -0.04177, -1.02536)  -0.593
H (2.58702, -1.00676, -2.00053)  0.408
H (0.80326, -1.05980, -1.99125)  0.235
H (1.62821, 0.44446, -1.78017)  0.245
H (2.64642, -0.50502, 0.38573)  0.509
H (1.66430, -1.87725, 0.26402)  0.540
H (1.31651, 1.30035, 0.90582)  0.504
H (-0.15023, -0.98923, 2.32531)  0.308
H (1.48110, -0.42798, 2.70071)  0.405
H (0.10473, 0.64426, 2.94425)  0.382
H (-0.81289, 2.11920, -1.48994)  0.338
H (-1.68015, 2.57345, -0.02142)  0.465
H (0.06632, 2.76432, -0.09963)  0.424
H (-1.59318, -2.24268, -0.54267)  0.309
H (-0.06117, -1.70464, 0.11551)  0.095
H (-2.87492, 0.90362, -1.01574)  0.225
H (-3.25780, -0.73463, -0.95270)  0.224